20
Properties=species:S:1:pos:R:3:lowdin_spin:R:1 method="wB97M-V/def2-TZVPD" s2=2.0131 total_charge=+1 homo_ev="-10.2 / -14.1" spin_multiplicity=3
H 0.1464 -2.1425 0.4980 0.0023
C 0.9796 1.1284 -2.0356 0.1895
H -1.0510 -1.8347 -0.9094 0.0002
N -1.9177 -0.7812 2.2617 0.0009
N -0.1224 1.5576 -1.5391 0.3341
H 1.4094 1.4554 -2.9655 0.0071
H -1.8388 -0.0187 2.9810 0.0000
H -2.5587 -1.5322 2.2957 0.0000
C 2.0861 0.4595 -1.2823 0.6152
H -0.8135 1.9493 -2.1597 0.0096
C 2.3836 0.6073 0.0130 0.7429
H 1.8620 1.2378 0.6915 0.0395
C -0.9745 -1.8419 0.2740 0.0029
H 2.9073 -0.1192 -1.9559 0.0136
H -1.5288 -2.7865 0.7625 0.0001
N -1.0729 0.6130 0.6989 0.0016
H 3.3353 0.2527 0.3607 0.0375
H -0.6356 0.9918 -0.2878 0.0014
C -1.3188 -0.5806 1.0463 0.0014
H -1.2771 1.3847 1.2518 0.0003



17
Properties=species:S:1:pos:R:3:lowdin_spin:R:1 method="wB97M-V/def2-TZVPD" s2=2.0094 total_charge=+1 homo_ev="-11.9 / -12.8" spin_multiplicity=3
H -0.2313 -0.3688 -0.4286 0.0550
H 1.1357 -2.0893 -1.0164 0.0112
H -0.0807 2.8320 0.5327 -0.0009
H 1.5567 -4.0825 0.3551 0.0079
C -0.8854 0.4336 -1.0482 0.1840
H -1.5290 2.1261 -1.7351 0.0105
C 0.2054 -1.3127 0.6750 0.7678
H 1.1924 2.3338 -0.6113 0.0004
C -0.7512 1.7765 -1.0376 0.0190
C 0.8684 -2.2454 -0.0148 0.3348
O 1.2305 -3.2552 0.8034 0.2919
H -1.8164 -0.0431 -1.4700 0.0113
C 0.1962 2.7420 -0.5119 0.0007
H 0.2292 3.7325 -0.8626 -0.0001
H -1.2676 -1.2342 2.0788 0.0214
H 0.2160 -0.3102 2.4549 0.0233
N -0.2690 -1.0351 1.8366 0.2619



25
Properties=species:S:1:pos:R:3:mulliken_charge:R:1 method="wB97M-V/def2-TZVPD" total_charge=0 homo_ev=-10.3
Br 7.6001 -16.9337 26.3726 -0.0227
Br 9.7141 -21.2774 23.2664 0.0067
Br 13.2787 -17.5945 16.5343 -0.0038
Br 5.3472 -18.3632 24.3490 -0.0112
C 14.9810 -18.1764 17.2914 -0.3237
H 1.6887 -14.8575 18.6202 0.3573
Br -0.1017 -13.2967 17.7103 -0.0244
C 8.3289 -17.5145 19.0332 -0.2870
Br 5.0918 -15.2491 25.0292 -0.0085
Br 6.5143 -16.8760 19.2660 -0.0041
H 7.8170 -22.5766 22.0694 0.3657
C 1.3520 -13.8656 18.9216 -0.3246
Br 15.7002 -16.6045 18.2297 -0.0205
Br 16.2219 -18.8736 16.0187 0.0073
Br 9.9565 -23.8678 21.4594 -0.0023
H 14.8018 -18.9653 18.0219 0.3397
Br 2.8814 -12.6234 18.8395 -0.0057
Br 0.5483 -13.9930 20.7038 -0.0034
Br 8.1201 -23.9153 24.1561 -0.0410
H 7.0243 -16.5291 23.8939 0.3096
C 8.7455 -22.8482 22.5716 -0.3298
Br 8.6627 -19.4307 18.6990 0.0004
H 8.7219 -16.9595 18.1814 0.3099
Br 9.4101 -16.8852 20.5457 -0.0184
C 6.3960 -16.7079 24.7665 -0.2655



61
Properties=species:S:1:pos:R:3:lowdin_spin:R:1 method="wB97M-V/def2-TZVPD" s2=0.7922 total_charge=+1 homo_ev="-10.4 / -10.4" spin_multiplicity=2
H -4.4277 -0.0681 -0.7609 -0.0008
H -0.5195 4.8808 -1.1485 0.0000
C -0.1222 1.9670 -2.2351 -0.0001
H -0.0314 2.5568 -4.7670 0.0000
Se 3.8567 2.2718 1.2057 -0.0014
H 1.9335 -2.9589 -0.1729 0.0002
H -0.5718 -1.6731 5.7912 -0.0027
C 0.0697 -0.6102 2.6235 0.0536
H -2.1128 -3.8533 -2.7888 0.0002
H -1.7326 -0.8255 3.8259 0.0043
C -0.6588 -0.9268 3.8033 0.1115
C 4.2389 -0.8198 -2.1056 0.0000
H -0.7627 4.1808 1.3901 0.0001
N -2.1409 -1.7199 -1.2311 0.0387
C -0.1361 -4.6011 -2.2915 0.0011
C 1.4577 -0.8988 2.5913 0.1190
H 1.8144 -5.0583 -1.5010 0.0003
C 1.0671 -3.1955 -0.7720 0.0034
H 2.0149 -0.7051 1.6879 0.0048
H -5.6314 1.1570 1.0512 0.0024
Ir 0.1489 -0.1993 -0.4561 0.0292
H 4.5243 -0.1105 -1.3336 0.0000
H 2.9613 -2.2748 -2.2230 0.0001
N 2.0282 0.4868 -0.2203 0.0001
C -3.9249 0.2364 0.1469 -0.0057
C 2.0930 -1.3913 3.7059 -0.0058
C -0.3673 4.1379 -3.7144 0.0000
H 5.1373 -1.3062 -2.4894 0.0000
O 0.4597 -0.2816 -2.4674 -0.0021
C -0.2951 3.2900 -2.4880 0.0000
N 0.0849 -2.2990 -0.7638 0.0035
C -1.8693 0.3067 1.4813 0.0031
H 0.8645 3.4663 1.3861 0.0000
H -2.0356 1.3199 3.3740 0.0014
H -0.5332 2.4684 1.7719 0.0007
N -0.4150 3.8806 -1.2594 0.0000
H -0.2085 -5.4941 -2.8969 -0.0001
C -1.0386 -2.5660 -1.4823 -0.0012
O 3.3554 -1.7713 -1.5039 0.0001
C 1.3733 -1.6434 4.8724 0.1666
C 0.2001 0.8165 -3.1128 0.0002
H 1.8776 -2.0280 5.7484 0.0081
C 2.7582 1.2036 0.3510 -0.0002
N -1.7442 -0.7371 -0.5753 -0.0061
N -0.1707 1.7710 -0.8692 0.0017
O -0.2060 3.5316 -4.8678 0.0000
C -4.5835 0.9151 1.1588 0.0451
C -2.5784 -0.0225 0.3116 0.0339
H 3.1572 -1.5789 3.6711 -0.0032
C -0.1888 3.2867 1.1519 0.0010
H -4.4141 1.8458 3.0824 -0.0013
C -0.0068 -1.4277 4.9024 0.0006
C -0.3038 2.9555 -0.2888 0.0002
C -3.8952 1.2975 2.3078 -0.0104
O -0.5729 5.3160 -3.5805 0.0000
N -0.5139 -0.1017 1.5042 0.3497
C 0.9897 -4.3605 -1.5240 0.0066
C -1.1879 -3.6961 -2.2535 0.0078
C -2.5545 0.9925 2.4835 0.0415
H 3.7426 -0.2770 -2.9123 0.0000
O 0.2468 0.9422 -4.3245 0.0005